# C3H8O2P

A structure of composition C3H8O2P at a distorted geometry (the ωB97M-V functional and the def2-TZVPD basis, the Open Molecules 2025 dataset).

Structure (XYZ):
```
14
Properties=species:S:1:pos:R:3
C 1.29 0.82 -1.30
C -1.73 -0.91 -0.73
C 1.31 -0.16 1.46
O -1.68 1.41 0.75
O -0.46 -1.08 -0.21
P 0.27 0.41 0.09
H 2.19 1.28 -0.89
H 0.79 1.56 -1.93
H -2.35 -1.65 -0.40
H -1.63 -0.88 -1.78
H -2.18 0.13 -0.29
H 2.42 0.14 1.38
H 0.78 0.16 2.34
H 0.97 -1.21 1.50
```

Results
E_HOMO (alpha / beta), Ha: -0.122 / -0.122
Total charge: -1
Spin multiplicity: 1
HOMO-LUMO gap (alpha / beta), eV: 7.33 / 7.32
Strongest force on any atom, eV/A: 4.64
E_LUMO (alpha / beta), eV: 4.00 / 4.01

Table of Mulliken atomic charges, one value per atom, all in e:
1. C -1.03
2. C -0.87
3. C -0.83
4. O -0.93
5. O -0.41
6. P 0.88
7. H 0.19
8. H 0.22
9. H 0.30
10. H 0.26
11. H 0.38
12. H 0.29
13. H 0.32
14. H 0.22


# C22H36Br6O12

A cluster of 7 separate species, C22H36Br6O12 in total at a distorted geometry (the ωB97M-V functional and the def2-TZVPD basis, the Open Molecules 2025 dataset).

Structure (XYZ):
```
76
Properties=species:S:1:pos:R:3
Br 0.12 2.33 -2.23
C 1.89 1.53 -2.84
C 1.56 0.77 -4.13
Br 3.20 -0.21 -4.75
H 2.24 0.83 -2.08
H 2.56 2.37 -3.00
H 1.24 1.54 -4.83
H 0.72 0.11 -3.93
Br 3.66 3.46 -0.64
C 4.20 2.23 0.92
C 3.74 0.83 0.66
Br 4.72 -0.41 1.89
H 3.68 2.61 1.80
H 5.28 2.27 1.05
H 4.00 0.50 -0.34
H 2.68 0.63 0.84
Br 1.99 -1.14 4.00
C 1.09 -2.78 3.21
C -0.41 -2.83 3.65
Br -1.22 -4.24 2.52
H 1.72 -3.65 3.39
H 1.02 -2.72 2.13
H -0.84 -1.87 3.36
H -0.43 -3.04 4.72
C 4.97 -3.07 -2.30
C 6.07 -1.96 -2.47
C 6.70 -1.60 -1.09
O 8.05 -1.87 -1.35
C 8.26 -2.38 -2.49
O 9.33 -2.50 -3.00
O 7.13 -2.57 -3.18
H 5.12 -3.91 -1.62
H 4.87 -3.61 -3.25
H 4.02 -2.60 -2.04
H 5.62 -1.13 -3.01
H 6.21 -2.18 -0.30
H 6.50 -0.53 -0.96
C -1.73 -0.13 0.41
C -1.16 -1.32 -0.34
C -0.95 -1.30 -1.86
O 0.43 -1.71 -2.03
C 1.06 -1.72 -0.83
O 2.25 -1.77 -0.65
O 0.15 -1.35 0.13
H -2.03 -0.48 1.40
H -2.69 0.12 -0.04
H -1.14 0.77 0.57
H -1.70 -2.23 -0.09
H -1.15 -0.29 -2.19
H -1.72 -1.95 -2.29
C -6.89 3.51 -2.41
C -6.59 2.02 -2.30
C -5.16 1.67 -2.51
O -4.77 1.33 -1.18
C -5.81 1.29 -0.35
O -5.76 0.88 0.81
O -6.97 1.61 -1.01
H -6.79 3.88 -3.43
H -6.38 4.26 -1.79
H -7.93 3.73 -2.19
H -7.21 1.47 -3.01
H -4.50 2.45 -2.88
H -5.07 0.79 -3.15
C -3.47 2.31 3.02
C -3.61 1.53 4.31
C -3.41 -0.01 4.23
O -2.47 -0.31 5.21
C -2.08 0.81 5.82
O -1.21 0.82 6.75
O -2.61 1.93 5.17
H -3.52 3.39 3.21
H -4.22 1.99 2.30
H -2.53 2.14 2.50
H -4.58 1.68 4.78
H -3.00 -0.42 3.31
H -4.35 -0.56 4.30
```

Results
E_HOMO (alpha / beta), Ha: -0.452 / -0.452
Total charge: +1
Spin multiplicity: 2
HOMO-LUMO gap (alpha / beta), eV: 8.93 / 3.21
Strongest force on any atom, eV/A: 6.00
E_LUMO (alpha / beta), eV: -3.36 / -9.09
⟨S²⟩: 0.756

Table of Mulliken atomic charges, one value per atom, all in e:
1. Br -0.15
2. C -0.40
3. C -0.49
4. Br -0.15
5. H -0.01
6. H 0.48
7. H 0.47
8. H 0.23
9. Br -0.11
10. C -0.65
11. C -0.23
12. Br 0.06
13. H 0.43
14. H 0.44
15. H 0.12
16. H 0.38
17. Br 0.09
18. C -0.10
19. C -0.41
20. Br -0.11
21. H 0.49
22. H -0.03
23. H 0.11
24. H 0.47
25. C -1.21
26. C 0.67
27. C 0.10
28. O -0.38
29. C 0.58
30. O -0.54
31. O -0.39
32. H 0.40
33. H 0.40
34. H 0.12
35. H 0.07
36. H 0.11
37. H 0.04
38. C -0.64
39. C 0.26
40. C -0.24
41. O -0.39
42. C 0.51
43. O -0.49
44. O -0.04
45. H -0.28
46. H 0.24
47. H 0.38
48. H 0.25
49. H 0.09
50. H 0.41
51. C -1.46
52. C 0.43
53. C -0.39
54. O -0.12
55. C 0.50
56. O -0.58
57. O -0.34
58. H 0.41
59. H 0.31
60. H 0.39
61. H 0.25
62. H 0.31
63. H 0.29
64. C -1.09
65. C 0.55
66. C 0.30
67. O -0.34
68. C 0.63
69. O -0.60
70. O -0.34
71. H 0.39
72. H 0.16
73. H 0.26
74. H 0.25
75. H -0.48
76. H 0.35


# C4H8O2

An isolated molecule of C4H8O2 (the ωB97M-V functional and the def2-TZVPD basis, the Open Molecules 2025 dataset).

Structure (XYZ):
```
14
Properties=species:S:1:pos:R:3
C 1.48 -0.12 -1.24
O 0.90 -0.84 -0.17
C -0.48 -0.69 -0.03
C -0.99 -0.61 1.37
C -1.03 0.61 0.50
O -0.14 1.63 0.86
H 2.29 -0.72 -1.66
H 1.94 0.82 -0.88
H 0.76 0.12 -2.03
H -1.08 -1.25 -0.75
H -0.22 -0.58 2.14
H -1.91 -1.12 1.64
H -1.99 0.97 0.12
H 0.48 1.76 0.13
```

Results
SMILES: CO[C@H]1C[C@H]1O
E_HOMO, Ha: -0.352
Spin multiplicity: 1
HOMO-LUMO gap, eV: 10.51
Strongest force on any atom, eV/A: 0.30
E_LUMO, eV: 0.92

Table of Mulliken atomic charges, one value per atom, all in e:
1. C -0.81
2. O -0.38
3. C -0.01
4. C -0.70
5. C 0.07
6. O -0.52
7. H 0.25
8. H 0.27
9. H 0.38
10. H 0.37
11. H 0.24
12. H 0.25
13. H 0.30
14. H 0.29


# C5H12N2O

A cluster of 2 separate species, C5H12N2O in total at a distorted geometry (the ωB97M-V functional and the def2-TZVPD basis, the Open Molecules 2025 dataset).

Structure (XYZ):
```
20
Properties=species:S:1:pos:R:3
C -2.94 0.44 -0.87
C 1.57 1.77 -0.87
C 0.81 -2.14 0.30
C 1.36 0.25 -0.83
C 0.64 -0.64 0.45
N -3.82 1.14 -0.70
N -0.50 0.16 0.23
O -0.57 1.15 1.14
H -2.02 -0.16 -0.50
H 1.00 2.26 -1.70
H 1.22 2.25 0.15
H 2.59 2.06 -1.04
H 0.78 -2.65 -0.68
H -0.01 -2.63 0.93
H 1.79 -2.35 0.62
H 2.39 -0.28 -0.63
H 0.74 0.00 -1.64
H 1.05 -0.25 1.40
H -4.53 1.91 -0.60
H -0.79 1.94 0.87
```

Results
E_HOMO (alpha / beta), Ha: -0.662 / -0.730
Total charge: +2
Spin multiplicity: 3
HOMO-LUMO gap (alpha / beta), eV: 9.23 / 6.28
Strongest force on any atom, eV/A: 8.07
E_LUMO (alpha / beta), eV: -8.79 / -13.58
⟨S²⟩: 2.007

Table of Mulliken atomic charges, one value per atom, all in e:
1. C 0.07
2. C -0.96
3. C -1.31
4. C -0.28
5. C 0.12
6. N 0.05
7. N -0.02
8. O -0.24
9. H 0.54
10. H 0.33
11. H 0.26
12. H 0.34
13. H 0.38
14. H 0.35
15. H 0.45
16. H 0.37
17. H 0.34
18. H 0.48
19. H 0.41
20. H 0.32


# C7H7N3O3

A cluster of 2 separate species, C7H7N3O3 in total at a distorted geometry (the ωB97M-V functional and the def2-TZVPD basis, the Open Molecules 2025 dataset).

Structure (XYZ):
```
20
Properties=species:S:1:pos:R:3
C -1.07 -1.21 -1.66
C 0.22 -1.83 -1.53
C -1.47 -0.09 -0.84
C 1.19 -1.29 -0.69
C -0.53 0.31 0.06
C 0.81 -0.18 0.10
C 0.73 1.34 1.71
N -0.66 1.27 1.07
N 1.49 0.40 1.01
N 2.93 2.23 -0.23
O 3.79 2.04 -1.04
O 2.76 3.07 0.62
O 0.79 1.05 3.07
H -1.66 -1.62 -2.50
H 0.40 -2.70 -2.17
H -2.41 0.51 -1.23
H 2.17 -1.71 -0.70
H 1.22 2.40 1.49
H -1.39 1.96 1.03
H 0.86 0.08 3.15
```

Results
E_HOMO (alpha / beta), Ha: -0.266 / -0.266
Spin multiplicity: 1
HOMO-LUMO gap (alpha / beta), eV: 4.77 / 4.77
Strongest force on any atom, eV/A: 4.93
E_LUMO (alpha / beta), eV: -2.46 / -2.46

Table of Mulliken atomic charges, one value per atom, all in e:
1. C -0.28
2. C -0.54
3. C -0.75
4. C -0.68
5. C 0.79
6. C 0.73
7. C 0.27
8. N -0.21
9. N -0.69
10. N 0.62
11. O -0.50
12. O -0.53
13. O -0.51
14. H 0.34
15. H 0.36
16. H 0.23
17. H 0.47
18. H 0.28
19. H 0.23
20. H 0.36


# CHO3S3

A cluster of 2 separate species, CHO3S3 in total at a distorted geometry (the ωB97M-V functional and the def2-TZVPD basis, the Open Molecules 2025 dataset).

Structure (XYZ):
```
8
Properties=species:S:1:pos:R:3
C 1.01 1.86 0.53
O 0.17 -2.65 -1.02
O -0.84 -1.27 0.83
O -2.20 -1.86 -1.21
S 1.74 2.85 -0.57
S -0.65 1.54 0.64
S -0.97 -1.96 -0.47
H 1.76 1.49 1.27
```

Results
E_HOMO, Ha: -0.124
Total charge: -1
Spin multiplicity: 1
HOMO-LUMO gap, eV: 5.50
Strongest force on any atom, eV/A: 3.77
E_LUMO, eV: 2.12

Table of Mulliken atomic charges, one value per atom, all in e:
1. C -0.31
2. O -0.41
3. O -0.33
4. O -0.39
5. S -0.44
6. S -0.44
7. S 1.04
8. H 0.27


Energy relative to the best compared isomer or geometry (same formula, charge and spin) list, top to bottom, in kJ/mol: 688.0 0.0 245.2 194.0 515.4 183.7
E_tot list, top to bottom, in Eh: -610.79334 -17206.49504 -307.61905 -381.44148 -660.71626 -1458.98717
M list, top to bottom, in g mol⁻¹: 107.1 971.9 88.1 116.2 181.2 157.2